1.
Molecular formula: C7H10ClN2O
Method: DFT, wB97M-V/def2-TZVPD

Calculated values
* energy above the lowest of the compared OMol25 structures with the same formula, charge and spin: 122.0 kcal per mole
* HOMO: -13.960 eV
* LUMO: -5.84 eV
* molar mass: 173.623 g/mol

Geometry as ORCA input:
```
! wB97M-V def2-TZVPD RIJCOSX def2/J DEFGRID3
* xyz 1 1
C -1.790 0.923 0.043
C -3.988 0.013 -0.557
C -3.300 -1.095 0.139
C -3.066 0.388 0.531
C 2.683 0.231 0.047
C 4.137 0.637 0.027
C 2.330 -1.199 0.204
N -0.891 1.355 -0.502
N 1.813 1.071 -0.272
O 0.957 1.852 -0.449
Cl 0.839 -1.560 -0.692
H -3.671 0.551 -1.485
H -5.081 0.026 -0.448
H -3.967 -1.552 0.892
H -2.357 -1.591 -0.190
H -3.437 0.816 1.451
H 4.196 1.718 -0.093
H 4.718 0.193 -0.859
H 4.658 0.352 0.975
H 2.008 -1.249 1.358
H 3.207 -1.880 -0.120
*
```

2.
Molecular formula: C7H10F2
Method: DFT, wB97M-V/def2-TZVPD

Calculated values
* energy above the lowest of the compared OMol25 structures with the same formula, charge and spin: 67.9 kcal per mole
* SMILES string: C[C@@H]1C[C@@]12[C@@H](F)[C@@]2(C)F
* HOMO: -9.645 eV
* LUMO: 0.92 eV
* molar mass: 132.153 g/mol

Geometry as ORCA input:
```
! wB97M-V def2-TZVPD RIJCOSX def2/J DEFGRID3
* xyz 0 1
C 1.640 0.821 -1.303
C 0.850 1.298 -0.144
C 1.096 0.578 1.213
C -0.147 0.312 0.451
C -1.626 0.454 0.782
F -2.216 1.656 0.439
C -1.101 -0.632 -0.219
C -0.976 -2.045 0.147
F -1.278 -0.461 -1.523
H 1.544 -0.345 -1.355
H 2.654 1.191 -1.418
H 1.267 1.155 -2.310
H 0.521 2.291 -0.074
H 1.628 -0.291 1.020
H 1.014 1.149 2.164
H -2.085 0.057 1.668
H -1.437 -2.245 1.090
H 0.035 -2.326 0.035
H -1.385 -2.616 -0.663
*
```

3.
Molecular formula: C7H10F6N2
Method: DFT, wB97M-V/def2-TZVPD

Calculated values
* energy above the lowest of the compared OMol25 structures with the same formula, charge and spin: 0.0 kcal per mole
* SMILES string: CC(C)/C(F)=N/[C@H](F)[C@H](F)N=C(F)F.F
* HOMO: -10.673 eV
* LUMO: 0.75 eV
* molar mass: 236.159 g/mol

Geometry as ORCA input:
```
! wB97M-V def2-TZVPD RIJCOSX def2/J DEFGRID3
* xyz 0 1
C -0.509 0.315 2.543
C -0.068 1.092 1.269
C 1.348 1.615 1.545
C -0.148 0.342 -0.008
F -0.259 1.270 -0.982
N 0.046 -0.858 -0.205
C 0.142 -1.558 -1.452
F 0.553 -0.803 -2.511
C -1.334 -2.042 -1.814
F -1.192 -2.650 -3.065
N -2.102 -0.902 -2.110
C -2.659 -0.112 -1.347
F -3.368 0.887 -1.821
F -2.793 -0.181 0.008
H -0.745 1.030 3.377
H 0.401 -0.411 2.795
H -1.410 -0.221 2.392
H -0.708 1.953 1.262
H 2.122 0.989 1.251
H 1.589 1.794 2.580
H 1.612 2.540 0.858
H 0.817 -2.482 -1.311
H -1.718 -2.856 -1.244
F 4.864 0.302 -0.897
H 5.517 0.950 -1.113
*
```

4.
Molecular formula: C7H10F7N3O9PtS2
Method: DFT, wB97M-V/def2-TZVPD

Calculated values
* energy above the lowest of the compared OMol25 structures with the same formula, charge and spin: 0.0 kcal per mole
* HOMO (alpha / beta): 0.024 / -0.670 eV
* LUMO (alpha / beta): 4.32 / 4.31 eV
* molar mass: 672.367 g/mol
* ⟨S²⟩: 2.008

Geometry as ORCA input:
```
! wB97M-V def2-TZVPD RIJCOSX def2/J DEFGRID3
* xyz -2 3
Pt 8.856 -19.768 -1.549
F 9.115 -21.016 0.272
C 6.194 -20.541 -4.972
F 5.001 -20.328 -4.430
F 5.936 -21.223 -6.094
F 6.844 -19.410 -5.216
S 7.228 -21.592 -3.784
O 6.702 -22.920 -3.925
O 8.582 -21.491 -4.237
N 7.079 -20.690 -2.327
S 5.954 -21.589 -1.505
O 4.755 -21.883 -2.258
O 6.624 -22.672 -0.851
C 5.327 -20.397 -0.180
F 4.364 -19.639 -0.690
F 4.862 -21.176 0.809
F 6.289 -19.698 0.384
C 11.541 -20.265 -1.743
O 12.470 -20.622 -0.961
O 10.948 -19.095 -1.566
O 10.621 -21.178 -1.994
O 8.236 -17.876 -0.495
C 8.865 -17.077 0.180
N 10.162 -16.813 -0.129
C 8.297 -16.528 1.469
H 10.411 -15.872 0.126
H 10.574 -17.366 -0.891
H 7.213 -16.482 1.520
H 8.592 -15.483 1.633
H 8.696 -17.098 2.307
O 8.652 -18.333 -3.367
C 8.674 -17.157 -3.648
N 9.651 -16.564 -4.393
C 7.501 -16.310 -3.228
H 10.273 -17.188 -4.883
H 9.390 -15.700 -4.834
H 6.718 -16.926 -2.800
H 7.013 -15.933 -4.139
H 7.824 -15.443 -2.650
*
```

5.
Molecular formula: C7H10FN2
Method: DFT, wB97M-V/def2-TZVPD

Calculated values
* energy above the lowest of the compared OMol25 structures with the same formula, charge and spin: 25.7 kcal per mole
* SMILES string: C=N[C@H]1C=C[C@H]([NH3+])C(F)=C1
* HOMO: -13.099 eV
* LUMO: -3.88 eV
* molar mass: 141.169 g/mol

Geometry as ORCA input:
```
! wB97M-V def2-TZVPD RIJCOSX def2/J DEFGRID3
* xyz 1 1
C 1.330 0.934 3.122
N 0.730 1.520 2.215
C 0.771 0.927 0.893
C 0.478 -0.513 0.877
C -0.382 -1.205 0.091
C -1.130 -0.628 -1.097
N -0.728 -1.276 -2.561
C -0.826 0.856 -1.115
F -1.282 1.501 -2.177
C -0.150 1.486 -0.149
H 1.368 1.372 4.142
H 1.880 0.037 2.916
H 1.742 1.089 0.533
H 0.855 -1.133 1.709
H -0.575 -2.272 0.338
H -2.244 -0.973 -1.106
H -1.496 -1.642 -3.111
H -0.081 -0.574 -2.958
H -0.129 -2.110 -2.415
H -0.131 2.603 -0.148
*
```

6.
Molecular formula: C7H10FN2O
Method: DFT, wB97M-V/def2-TZVPD

Calculated values
* energy above the lowest of the compared OMol25 structures with the same formula, charge and spin: 0.0 kcal per mole
* HOMO (alpha / beta): -10.366 / -14.752 eV
* LUMO (alpha / beta): -2.69 / -7.23 eV
* molar mass: 157.168 g/mol
* ⟨S²⟩: 2.008

Geometry as ORCA input:
```
! wB97M-V def2-TZVPD RIJCOSX def2/J DEFGRID3
* xyz 1 3
C -0.999 -1.589 -1.265
C -1.920 -1.217 -0.384
C 0.360 -1.193 -0.928
C 0.607 -0.116 -0.177
C 1.979 0.294 0.392
C -1.634 -0.297 0.778
C -0.770 1.898 0.257
N 3.072 -0.095 -0.151
N -0.392 0.457 0.630
O 1.925 0.861 1.502
F 1.334 -1.840 -1.461
H -0.884 -2.338 -2.099
H -2.987 -1.500 -0.467
H -2.440 0.412 0.989
H -1.712 -0.833 1.758
H -1.059 1.841 -0.927
H -1.723 2.127 0.690
H 0.066 2.725 0.302
H 3.052 -0.634 -1.019
H 3.881 0.355 0.083
H 0.243 0.682 1.500
*
```

Look up the molar mass of the sixth one. 157.168 g/mol

Among the records above, which one has the lowest molar mass? C7H10F2

energy above the lowest of the compared OMol25 structures with the same formula, charge and spin of number 1 (C7H10ClN2O)? 122.0 kcal per mole